DFT (ωB97M-V with the def2-TZVPD basis set) results for 5 unconnected molecules or ions with the total composition C10H15N5 in a non-equilibrium geometry.

LUMO energy   0.012 hartree
Frontier orbital gap   11.3 eV
HOMO   -11.031 eV
Spin multiplicity   1
Energy relative to the best compared isomer or geometry (same formula, charge and spin)   1.313 eV
SMILES   CC#N.CC#N.CC#N.CC#N.CC#N

Structure (XYZ):
```
30
Properties=species:S:1:pos:R:3:forces:R:3:nbo_charge:R:1
C -0.884 3.873 2.207 0.08 -0.94 -1.28 -0.72
C -1.376 4.642 1.071 0.66 -0.35 0.49 0.30
N -1.688 5.271 0.172 -0.44 0.43 -0.64 -0.34
H -1.487 2.983 2.298 -0.15 -0.58 -0.23 0.24
H -1.126 4.386 3.089 0.38 0.98 1.35 0.25
H 0.167 3.559 2.055 -0.59 0.52 0.28 0.27
C -0.045 2.137 -3.004 -0.51 -0.16 0.97 -0.72
C 0.324 2.592 -1.639 0.27 -0.05 -0.21 0.33
N 0.644 2.917 -0.580 -0.25 -0.31 -0.59 -0.39
H -1.040 1.677 -2.929 0.34 -0.19 -0.01 0.26
H 0.686 1.408 -3.379 -0.27 0.39 0.05 0.27
H -0.202 2.986 -3.656 0.43 0.20 -0.18 0.26
C -2.217 -0.376 0.727 1.61 -0.23 0.76 -0.70
C -1.266 -1.320 1.339 -0.27 0.89 -1.00 0.31
N -0.418 -2.018 1.643 0.54 -0.69 0.69 -0.35
H -2.038 0.608 1.153 -0.13 0.11 -0.15 0.25
H -3.165 -0.729 0.985 -1.75 -0.20 0.15 0.25
H -2.062 -0.387 -0.338 -0.02 0.08 -0.39 0.26
C 1.267 -5.141 0.047 0.57 0.77 0.23 -0.73
C 0.446 -5.329 -1.108 -1.16 -0.52 -1.38 0.30
N -0.290 -5.516 -1.976 0.59 0.17 0.51 -0.35
H 2.210 -5.669 -0.019 -0.12 -0.60 0.15 0.25
H 0.662 -5.362 0.918 0.29 -0.17 0.32 0.26
H 1.570 -4.101 0.074 -0.22 0.37 0.17 0.27
C 2.037 -0.163 0.510 -0.35 -0.48 -0.81 -0.73
C 1.541 -1.147 -0.474 0.28 0.20 0.62 0.30
N 1.236 -1.897 -1.284 -0.19 -0.13 -0.27 -0.37
H 3.061 0.012 0.163 -0.21 0.66 0.25 0.25
H 2.099 -0.607 1.511 -0.37 0.22 -0.28 0.26
H 1.352 0.712 0.424 0.93 -0.38 0.43 0.27
```
Forces are in eV/Å.

DFT (ωB97M-V with the def2-TZVPD basis set) results for 4 unconnected molecules or ions with the total composition C5H16O3 in a non-equilibrium geometry.

LUMO energy   0.017 hartree
Frontier orbital gap   8.9 eV
HOMO   -8.400 eV
Spin multiplicity   1
Energy relative to the best compared isomer or geometry (same formula, charge and spin)   2.342 eV
SMILES   CC=C(C)C.O.O.O

Structure (XYZ):
```
24
Properties=species:S:1:pos:R:3:forces:R:3:nbo_charge:R:1
C -0.691 -1.532 -0.909 1.18 -1.95 -1.41 -0.66
C 0.328 -0.453 -0.974 0.04 2.85 1.79 0.00
C 0.417 0.655 -0.144 -0.18 -2.45 -1.38 -0.18
C 1.052 1.857 -0.673 0.41 2.19 -0.47 -0.65
C 1.111 -0.397 -2.263 -2.71 -0.27 -0.75 -0.63
H -0.321 -2.532 -0.598 0.46 0.30 -0.65 0.23
H -1.057 -1.631 -1.970 0.00 -0.20 1.06 0.21
H -1.498 -1.502 -0.252 -1.48 1.14 1.23 0.22
H 0.073 0.745 0.875 -0.84 -0.47 -0.05 0.20
H 0.459 2.800 -0.458 0.30 -1.16 -0.15 0.22
H 2.028 2.090 -0.193 -0.15 -0.26 -0.70 0.21
H 1.096 1.734 -1.793 0.55 1.15 1.75 0.20
H 0.700 -1.194 -2.912 0.32 0.64 -0.14 0.20
H 2.121 -0.597 -2.147 2.10 -0.26 0.40 0.22
H 1.004 0.617 -2.702 0.04 -1.31 -0.53 0.21
H 1.532 0.151 2.709 -0.47 -1.70 0.36 0.50
H 1.746 -1.272 3.521 -1.63 1.82 -2.31 0.50
O 1.156 -0.773 2.809 3.11 -0.43 1.55 -0.94
H -0.182 -0.718 3.619 -0.16 0.45 -1.29 0.49
H -1.692 -0.087 3.844 -1.22 0.83 -1.49 0.47
O -0.935 -0.504 4.164 0.38 -1.02 3.19 -1.01
H -3.318 1.295 -1.518 -3.53 1.20 -3.38 0.46
H -2.430 0.147 -1.125 -0.47 2.22 0.58 0.47
O -2.700 1.101 -0.910 3.93 -3.29 2.79 -0.93
```
Forces are in eV/Å.

DFT (ωB97M-V with the def2-TZVPD basis set) results for 2 unconnected molecules or ions with the total composition C5H6BrNS in a non-equilibrium geometry.

LUMO energy (alpha / beta)   0.027 / -0.094 hartree
Frontier orbital gap (alpha / beta)   7.0 / 6.8 eV
HOMO (alpha / beta)   -6.274 / -9.389 eV
Spin multiplicity   3
Energy relative to the best compared isomer or geometry (same formula, charge and spin)   2.397 eV

Structure (XYZ):
```
14
Properties=species:S:1:pos:R:3:forces:R:3:nbo_charge:R:1
C 1.824 0.868 1.216 1.67 -0.81 1.53 -0.05
C 2.246 1.711 0.281 -0.37 0.29 -0.36 -0.47
C 0.116 0.698 -0.055 2.96 0.57 2.73 0.11
C -1.307 -1.810 -0.446 -0.70 0.69 -1.56 -0.72
C -1.635 -0.417 -0.754 -4.04 -0.37 -0.51 -0.18
N 0.678 0.208 1.023 -3.05 0.66 -2.39 -0.51
S 1.051 1.806 -0.971 0.35 0.25 0.33 0.40
Br -3.090 0.375 0.277 1.14 -0.27 -0.72 0.04
H 2.436 0.649 2.086 -0.19 -0.04 0.02 0.21
H 3.139 2.215 0.500 1.02 1.03 -0.81 0.24
H -1.020 -1.951 0.593 0.69 -0.26 -0.27 0.25
H -0.675 -1.981 -1.331 0.82 -0.98 1.04 0.24
H -2.201 -2.391 -0.654 -0.27 -0.50 0.18 0.23
H -1.562 0.020 -1.766 -0.02 -0.24 0.78 0.20
```
Forces are in eV/Å.

DFT (ωB97M-V with the def2-TZVPD basis set) results for 2 unconnected molecules or ions with the total composition C2H6NS in a non-equilibrium geometry.

LUMO energy (alpha / beta)   0.249 / 0.248 hartree
Frontier orbital gap (alpha / beta)   2.7 / 7.3 eV
HOMO (alpha / beta)   4.100 / -0.574 eV
Spin multiplicity   2
Charge   -2
Energy relative to the best compared isomer or geometry (same formula, charge and spin)   0.000 eV

Structure (XYZ):
```
10
Properties=species:S:1:pos:R:3:forces:R:3:nbo_charge:R:1
S -0.517 3.393 -1.523 0.67 0.19 0.04 -1.08
H 0.795 3.657 -1.214 -0.66 -0.14 -0.15 0.08
C -0.024 -1.619 1.320 0.64 0.17 -1.21 -1.27
C 0.318 -0.771 0.325 0.18 -0.34 1.46 -0.06
N -0.276 -0.421 -0.882 -0.54 -0.04 0.00 -0.85
H -0.869 -2.294 1.290 -0.18 0.13 0.13 0.13
H 0.741 -1.684 2.091 -0.33 -0.21 0.28 0.13
H 1.252 -0.262 0.542 0.00 0.26 -0.46 0.15
H -1.278 -0.557 -0.838 -0.01 -0.24 -0.08 0.35
H -0.142 0.558 -1.111 0.24 0.24 0.00 0.41
```
Forces are in eV/Å.